Record 1
{"formula": "C49H128N4O16", "method": "the ωB97M-V functional and the def2-TZVPD basis", "homo_ev": -8.75, "lumo_ha": 0.004, "multiplicity": 1, "symbols": ["C", "O", "C", "C", "N", "C", "C", "O", "C", "H", "H", "H", "H", "H", "H", "H", "H", "H", "H", "H", "H", "H", "H", "H", "C", "O", "C", "C", "N", "C", "C", "O", "C", "H", "H", "H", "H", "H", "H", "H", "H", "H", "H", "H", "H", "H", "H", "H", "C", "O", "C", "C", "N", "C", "C", "O", "C", "H", "H", "H", "H", "H", "H", "H", "H", "H", "H", "H", "H", "H", "H", "H", "C", "C", "C", "O", "C", "N", "H", "H", "H", "H", "H", "H", "H", "H", "H", "H", "H", "C", "C", "C", "O", "H", "H", "H", "H", "H", "H", "H", "H", "C", "C", "C", "O", "H", "H", "H", "H", "H", "H", "H", "H", "C", "C", "C", "O", "H", "H", "H", "H", "H", "H", "H", "H", "C", "C", "C", "O", "H", "H", "H", "H", "H", "H", "H", "H", "C", "C", "C", "O", "H", "H", "H", "H", "H", "H", "H", "H", "C", "C", "C", "O", "H", "H", "H", "H", "H", "H", "H", "H", "C", "C", "C", "O", "H", "H", "H", "H", "H", "H", "H", "H", "C", "C", "C", "O", "H", "H", "H", "H", "H", "H", "H", "H", "C", "C", "C", "O", "H", "H", "H", "H", "H", "H", "H", "H"], "coordinates": [[-2.934, -0.642, -7.330], [-2.388, -0.360, -8.591], [-1.112, 0.220, -8.496], [-0.565, 0.639, -9.859], [-1.425, 1.687, -10.469], [-1.038, 1.702, -11.899], [-1.823, 2.795, -12.639], [-1.615, 2.839, -14.026], [-2.372, 1.880, -14.800], [-2.413, -1.374, -6.713], [-3.903, -1.108, -7.508], [-2.972, 0.316, -6.810], [-0.352, -0.395, -8.016], [-1.202, 1.121, -7.889], [-0.727, -0.227, -10.501], [0.491, 0.906, -9.817], [-2.381, 1.361, -10.506], [-1.306, 0.723, -12.297], [0.022, 1.857, -12.100], [-1.440, 3.739, -12.251], [-2.861, 2.663, -12.334], [-1.957, 1.768, -15.802], [-3.440, 2.093, -14.756], [-2.296, 0.880, -14.372], [-4.346, -1.982, 15.142], [-4.635, -1.313, 13.855], [-4.103, 0.102, 13.928], [-4.325, 0.623, 12.498], [-3.346, 0.025, 11.611], [-3.591, 0.217, 10.222], [-2.699, -0.542, 9.234], [-2.994, -1.930, 9.112], [-4.243, -2.288, 8.555], [-3.305, -1.856, 15.440], [-4.613, -3.038, 15.091], [-5.019, -1.568, 15.894], [-3.087, 0.058, 14.320], [-4.670, 0.704, 14.637], [-4.124, 1.694, 12.538], [-5.395, 0.495, 12.333], [-3.245, -0.971, 11.742], [-3.399, 1.263, 9.982], [-4.642, 0.076, 9.968], [-1.646, -0.489, 9.512], [-2.846, -0.194, 8.212], [-5.015, -1.878, 9.206], [-4.477, -3.349, 8.470], [-4.455, -1.828, 7.590], [1.375, 1.283, -3.138], [0.609, 1.132, -1.875], [-0.785, 1.398, -1.962], [-1.444, 1.396, -0.552], [-1.344, 0.025, 0.013], [-1.673, -0.059, 1.494], [-1.434, -1.450, 2.020], [-0.078, -1.827, 1.925], [0.686, -1.458, 3.105], [0.963, 2.127, -3.691], [1.260, 0.332, -3.658], [2.448, 1.441, -3.025], [-1.266, 0.558, -2.464], [-0.998, 2.325, -2.494], [-2.489, 1.704, -0.574], [-0.831, 2.061, 0.057], [-0.389, -0.265, -0.136], [-2.721, 0.151, 1.706], [-1.091, 0.660, 2.071], [-1.948, -2.273, 1.523], [-1.763, -1.416, 3.059], [0.815, -0.375, 3.119], [1.643, -1.977, 3.069], [0.158, -1.781, 4.002], [6.567, -0.691, 9.052], [6.135, -1.810, 8.153], [4.569, -1.937, 8.137], [3.981, -2.092, 9.436], [4.363, -3.277, 10.154], [6.651, -1.588, 6.825], [6.115, -0.729, 10.043], [6.135, 0.250, 8.712], [7.631, -0.487, 9.167], [6.495, -2.742, 8.590], [4.203, -2.643, 7.392], [4.268, -0.958, 7.763], [5.417, -3.388, 10.408], [3.927, -4.164, 9.696], [3.944, -3.296, 11.160], [6.710, -2.532, 6.470], [7.637, -1.409, 6.956], [4.798, -6.806, 1.219], [4.442, -6.372, 2.617], [2.898, -6.424, 2.843], [5.032, -7.320, 3.532], [4.371, -6.128, 0.480], [4.333, -7.789, 1.148], [5.875, -6.918, 1.096], [4.839, -5.383, 2.847], [2.457, -7.408, 2.681], [2.349, -5.677, 2.271], [2.697, -6.199, 3.890], [4.712, -8.184, 3.261], [4.085, 1.977, 1.921], [4.675, 0.870, 2.726], [4.702, -0.466, 1.893], [5.883, 1.254, 3.299], [3.086, 1.592, 1.720], [4.539, 2.080, 0.936], [3.870, 2.941, 2.382], [3.996, 0.628, 3.543], [5.702, -0.594, 1.478], [4.001, -0.402, 1.061], [4.481, -1.392, 2.425], [6.121, 0.559, 3.918], [4.854, -4.974, -4.430], [4.900, -3.425, -4.500], [4.837, -2.662, -3.184], [5.970, -3.107, -5.309], [3.881, -5.296, -4.057], [5.645, -5.434, -3.838], [4.861, -5.484, -5.394], [4.010, -3.154, -5.069], [5.686, -2.995, -2.587], [3.926, -2.787, -2.599], [4.952, -1.604, -3.421], [6.803, -3.273, -4.860], [6.204, 2.777, -6.811], [5.243, 3.485, -7.740], [5.464, 5.017, -7.788], [5.243, 2.910, -9.114], [6.147, 3.274, -5.842], [7.227, 2.697, -7.177], [5.888, 1.746, -6.657], [4.207, 3.298, -7.455], [6.523, 5.272, -7.740], [4.942, 5.405, -6.914], [5.041, 5.578, -8.621], [5.240, 1.950, -9.102], [-0.803, -7.730, -0.794], [-1.111, -6.260, -1.025], [0.006, -5.469, -1.541], [-2.099, -6.179, -2.005], [-0.204, -7.903, 0.100], [-0.240, -8.229, -1.583], [-1.762, -8.224, -0.640], [-1.476, -5.851, -0.083], [0.515, -5.943, -2.380], [0.699, -5.310, -0.714], [-0.260, -4.514, -1.995], [-2.368, -5.258, -2.010], [-1.899, 9.309, -1.125], [-2.444, 8.116, -0.384], [-3.012, 7.037, -1.340], [-1.426, 7.469, 0.303], [-1.099, 9.156, -1.849], [-1.692, 10.136, -0.446], [-2.718, 9.756, -1.689], [-3.145, 8.479, 0.368], [-3.142, 6.098, -0.803], [-2.304, 6.821, -2.141], [-3.986, 7.311, -1.745], [-0.715, 7.200, -0.282], [0.044, 6.494, -8.665], [-0.048, 5.687, -7.342], [-0.152, 6.540, -6.028], [-1.180, 4.813, -7.380], [-0.832, 7.130, -8.793], [0.118, 5.887, -9.568], [0.965, 7.076, -8.621], [0.868, 5.123, -7.170], [-1.154, 6.877, -5.762], [0.467, 7.437, -6.054], [0.106, 5.960, -5.142], [-1.231, 4.309, -8.195], [-6.450, 3.404, 3.171], [-6.125, 2.786, 4.540], [-6.839, 1.438, 4.714], [-4.786, 2.375, 4.670], [-5.882, 4.323, 3.030], [-7.502, 3.691, 3.150], [-6.210, 2.616, 2.457], [-6.413, 3.522, 5.291], [-7.898, 1.688, 4.782], [-6.733, 0.940, 5.678], [-6.754, 0.754, 3.869], [-4.177, 3.092, 4.479], [-5.866, -3.249, -2.805], [-5.114, -2.177, -1.996], [-5.869, -1.810, -0.708], [-3.862, -2.624, -1.752], [-6.830, -2.947, -3.213], [-6.172, -4.079, -2.167], [-5.176, -3.597, -3.573], [-4.965, -1.300, -2.626], [-5.531, -2.453, 0.105], [-6.929, -2.042, -0.811], [-5.692, -0.772, -0.424], [-3.364, -1.922, -1.327]], "lowdin_charge": [-0.112, -0.183, -0.247, -0.198, -0.052, -0.225, -0.241, -0.182, -0.084, 0.085, 0.091, 0.088, 0.121, 0.113, 0.109, 0.124, 0.099, 0.103, 0.125, 0.121, 0.118, 0.088, 0.084, 0.070, -0.093, -0.221, -0.172, -0.216, -0.057, -0.242, -0.186, -0.203, -0.115, 0.077, 0.078, 0.076, 0.111, 0.110, 0.116, 0.119, 0.113, 0.118, 0.105, 0.127, 0.116, 0.070, 0.088, 0.082, -0.049, -0.214, -0.232, -0.194, -0.047, -0.184, -0.249, -0.201, -0.073, 0.076, 0.080, 0.078, 0.112, 0.114, 0.114, 0.108, 0.089, 0.114, 0.108, 0.124, 0.113, 0.078, 0.079, 0.083, -0.072, -0.477, -0.177, -0.184, -0.105, 0.039, 0.078, 0.084, 0.080, 0.118, 0.118, 0.119, 0.078, 0.087, 0.082, 0.073, 0.070, -0.069, -0.473, -0.056, -0.068, 0.081, 0.078, 0.083, 0.133, 0.074, 0.068, 0.072, 0.076, -0.065, -0.519, -0.043, -0.031, 0.070, 0.086, 0.084, 0.123, 0.073, 0.065, 0.060, 0.087, -0.056, -0.527, -0.048, -0.039, 0.066, 0.073, 0.074, 0.131, 0.076, 0.078, 0.076, 0.095, -0.069, -0.444, -0.053, -0.085, 0.081, 0.086, 0.073, 0.120, 0.076, 0.072, 0.074, 0.068, -0.047, -0.545, -0.074, -0.041, 0.072, 0.080, 0.081, 0.137, 0.086, 0.080, 0.082, 0.079, -0.071, -0.507, -0.052, -0.058, 0.083, 0.078, 0.076, 0.140, 0.072, 0.073, 0.074, 0.091, -0.053, -0.454, -0.053, -0.066, 0.080, 0.069, 0.072, 0.116, 0.070, 0.071, 0.063, 0.072, -0.054, -0.501, -0.065, -0.057, 0.075, 0.079, 0.079, 0.130, 0.071, 0.075, 0.081, 0.087, -0.048, -0.546, -0.045, -0.042, 0.077, 0.079, 0.077, 0.130, 0.079, 0.071, 0.069, 0.083]}



Record 2
{"formula": "C49H35Cl2NNaO3S2Te", "method": "the ωB97M-V functional and the def2-TZVPD basis", "homo_ev": -3.12, "lumo_ha": 0.071, "total_charge": -1, "multiplicity": 1, "symbols": ["Na", "Cl", "C", "C", "C", "Cl", "C", "C", "C", "C", "N", "C", "C", "O", "H", "H", "H", "H", "C", "C", "C", "C", "C", "C", "C", "S", "O", "C", "C", "C", "C", "C", "C", "C", "C", "C", "C", "C", "C", "C", "C", "C", "C", "C", "C", "C", "C", "S", "O", "C", "C", "C", "C", "C", "C", "C", "H", "H", "H", "H", "H", "H", "H", "H", "H", "H", "H", "H", "H", "H", "H", "H", "H", "H", "H", "H", "H", "H", "H", "H", "H", "H", "Te", "C", "C", "C", "C", "C", "C", "H", "H", "H", "H", "H"], "coordinates": [[0.197, -0.426, -0.094], [1.014, 0.079, 4.987], [2.257, -0.053, 3.767], [3.583, 0.044, 4.179], [4.600, -0.024, 3.269], [6.256, 0.112, 3.820], [4.316, -0.196, 1.895], [5.317, -0.270, 0.901], [4.964, -0.439, -0.407], [3.599, -0.538, -0.724], [2.645, -0.474, 0.168], [2.962, -0.300, 1.475], [1.842, -0.216, 2.429], [0.634, -0.280, 2.076], [3.800, 0.176, 5.230], [6.355, -0.194, 1.194], [5.709, -0.504, -1.189], [3.296, -0.687, -1.756], [-8.215, -2.308, 0.834], [-6.802, -1.793, 0.911], [-6.472, -0.542, 0.387], [-5.173, -0.069, 0.448], [-4.199, -0.855, 1.049], [-4.490, -2.117, 1.541], [-5.801, -2.571, 1.479], [-2.498, -0.335, 1.100], [-2.210, 0.425, -0.156], [-2.517, 0.838, 2.467], [-2.418, 0.189, 3.720], [-2.299, 0.913, 4.863], [-2.247, 2.325, 4.812], [-2.094, 3.093, 5.991], [-2.041, 4.456, 5.938], [-2.144, 5.115, 4.696], [-2.285, 4.399, 3.540], [-2.328, 2.980, 3.561], [-2.458, 2.208, 2.360], [-2.561, 2.971, 1.076], [-3.826, 3.519, 0.692], [-4.984, 3.359, 1.495], [-6.184, 3.884, 1.104], [-6.289, 4.596, -0.109], [-5.187, 4.779, -0.894], [-3.928, 4.255, -0.512], [-2.773, 4.460, -1.308], [-1.569, 3.974, -0.909], [-1.468, 3.247, 0.298], [0.118, 2.497, 0.695], [0.514, 1.782, -0.556], [1.123, 3.968, 0.758], [2.049, 4.222, -0.232], [2.872, 5.339, -0.116], [2.780, 6.189, 0.976], [3.676, 7.391, 1.112], [1.845, 5.899, 1.973], [1.025, 4.792, 1.878], [-8.886, -1.555, 0.421], [-8.586, -2.590, 1.820], [-8.275, -3.195, 0.200], [-7.243, 0.060, -0.080], [-4.895, 0.880, 0.012], [-3.688, -2.740, 1.924], [-6.039, -3.559, 1.857], [-2.380, -0.893, 3.744], [-2.194, 0.417, 5.820], [-2.013, 2.575, 6.939], [-1.921, 5.034, 6.846], [-2.110, 6.196, 4.658], [-2.360, 4.919, 2.594], [-4.909, 2.801, 2.419], [-7.063, 3.749, 1.722], [-7.246, 5.001, -0.412], [-5.252, 5.329, -1.825], [-2.869, 5.017, -2.232], [-0.675, 4.112, -1.505], [2.127, 3.537, -1.067], [3.605, 5.540, -0.889], [4.338, 7.494, 0.253], [4.297, 7.313, 2.007], [3.090, 8.308, 1.200], [1.774, 6.542, 2.843], [0.320, 4.557, 2.668], [-0.338, -3.674, 0.619], [-0.415, -5.282, -0.752], [-0.982, -5.136, -2.023], [-1.027, -6.192, -2.924], [-0.504, -7.434, -2.582], [0.065, -7.596, -1.326], [0.109, -6.537, -0.427], [-1.395, -4.175, -2.306], [-1.474, -6.040, -3.901], [-0.537, -8.259, -3.283], [0.482, -8.555, -1.039], [0.563, -6.683, 0.546]], "lowdin_charge": [0.148, 0.678, -0.574, -0.156, -0.628, 0.624, -0.180, -0.044, -0.065, -0.135, 0.111, -0.116, -0.420, -0.151, 0.096, 0.078, 0.095, 0.107, -0.056, -0.273, -0.036, -0.052, -0.358, -0.062, -0.035, 0.980, -0.469, -0.268, -0.064, -0.046, -0.153, -0.030, -0.084, -0.080, -0.032, -0.101, -0.135, -0.149, -0.108, -0.019, -0.076, -0.085, -0.037, -0.151, -0.013, -0.035, -0.282, 1.065, -0.484, -0.360, -0.056, -0.034, -0.276, -0.056, -0.038, -0.056, 0.070, 0.078, 0.082, 0.109, 0.108, 0.093, 0.117, 0.121, 0.115, 0.113, 0.099, 0.101, 0.118, 0.123, 0.102, 0.099, 0.109, 0.113, 0.117, 0.111, 0.110, 0.071, 0.081, 0.078, 0.115, 0.103, 0.590, -0.742, -0.187, -0.128, -0.139, -0.128, -0.189, 0.074, 0.087, 0.082, 0.087, 0.073]}